[1]
# C16H22N2O5S

A single C16H22N2O5S molecule at a distorted geometry (ωB97M-V/def2-TZVPD, the OMol25 dataset).

Each line ends with the Mulliken charge.
Element x y z (Å)
S 0.581930 2.060693 1.263068  1.56
O -1.133033 -0.275450 1.771285  -0.11
O -0.264785 -2.310174 2.176743  -0.70
O 0.372960 1.854083 2.662863  -0.74
O -2.930102 0.722274 -1.709764  -0.36
O 1.373406 3.192104 0.861089  -0.77
N -0.905545 2.262963 0.555884  -0.01
N 2.754980 -0.777218 -0.420797  0.33
C 1.863180 -1.573876 0.227953  -0.13
C -3.535718 -0.229879 2.039370  -1.07
C 3.278230 1.633291 -0.769718  -2.00
C -2.193824 -0.483630 2.706379  -0.51
C 1.321823 0.591352 0.579714  0.46
C -3.536441 -0.469149 -1.562689  -0.68
C -2.617953 -1.467132 -1.482555  -0.49
C -0.675037 1.659784 -1.866098  -0.39
C 2.450957 0.541410 -0.199732  0.09
C 1.922003 -3.057198 0.193480  -2.10
C -1.597922 0.497311 -1.724709  0.00
C 3.884545 -1.221120 -1.190756  -1.13
C -1.352999 -0.837200 -1.587799  0.11
C -0.953011 2.737199 -0.801706  -0.97
C -0.182435 -1.213937 1.671233  0.51
C 0.941166 -0.753904 0.858413  0.89
H 2.907620 2.581644 -0.392574  0.38
H 1.805150 -3.436807 -0.822634  0.42
H 1.120063 -3.447374 0.812813  0.40
H -0.201324 3.525559 -0.867530  0.49
H 3.228267 1.635742 -1.859781  0.38
H 3.907378 -0.708286 -2.153214  0.35
H 2.870524 -3.416481 0.591425  0.44
H -2.023524 0.221217 3.526259  0.26
H -2.128523 -1.509997 3.081916  0.46
H 4.816855 -1.008810 -0.662314  0.32
H 4.321482 1.517491 -0.478355  0.49
H -4.607887 -0.471695 -1.531973  0.50
H -0.800573 2.117370 -2.851441  0.44
H -4.331898 -0.391527 2.760712  0.47
H -0.395317 -1.314306 -1.563449  0.61
H -3.593123 0.794560 1.678378  0.30
H -3.676023 -0.907108 1.199407  0.16
H -2.807171 -2.513969 -1.361520  0.45
H -1.499223 1.473068 0.756438  0.10
H 3.814525 -2.291927 -1.362572  0.43
H 0.349474 1.300249 -1.776124  -0.04
H -1.943142 3.168800 -0.975022  0.39

Forces on atoms 1 to 3 (eV/Å):
S -0.1328 0.1039 0.0884
O -0.1256 -0.0559 -0.1610
O -0.0456 0.0779 0.0020

Output
LUMO	0.4976	eV
relative energy (zero: lowest compared OMol25 entry of this formula, charge and spin)	1.356	eV
SMILES	CCOC(=O)c1c(S(=O)(=O)NCCc2ccco2)c(C)n(C)c1C
DFT total energy	-41001.7741	eV
HOMO level	-8.559	eV
multiplicity	1

---

[2]
# C16H22N4O2

A single C16H22N4O2 molecule (ωB97M-V/def2-TZVPD, the OMol25 dataset).

Each line ends with the Mulliken charge.
Element x y z (Å)
O -0.057837 -2.669480 -1.960246  -0.66
O -3.403488 0.893791 0.648932  -0.46
N 0.061511 2.115522 -1.262815  -0.79
N 1.126037 -2.111859 -0.109602  0.02
N -1.110184 -0.754738 1.071958  0.68
N 1.330978 0.325436 -1.662580  0.26
C 1.346317 2.936907 0.726387  -0.56
C -0.374846 -1.779912 1.790702  -0.94
C 3.241239 1.530322 1.274924  -0.80
C -0.628567 0.700647 -3.164933  -1.77
C -3.084653 -0.150587 -0.237415  -0.41
C 2.981990 0.666155 0.228262  -0.57
C 2.434291 2.641240 1.521819  -0.50
C 0.232949 1.071405 -2.018078  0.87
C 1.880169 0.946656 -0.565460  0.45
C 1.663972 -0.981181 -2.160260  -1.06
C -2.329671 -1.275620 0.468625  -0.67
C 0.807062 -2.020256 -1.414096  0.76
C 0.289084 -2.790103 0.850483  -1.07
C -1.431196 0.361281 1.951528  -0.87
C 1.067250 2.080474 -0.330713  0.40
C -2.217652 1.428176 1.190559  -0.38
H 3.631058 -0.178203 0.036043  0.49
H -0.447619 -3.364334 0.287531  0.51
H 0.897479 -3.481866 1.442347  0.35
H 4.089895 1.342328 1.915996  0.42
H -2.519502 2.228191 1.868617  0.35
H 1.447076 -1.042403 -3.228470  0.39
H 0.726355 3.799588 0.908888  0.46
H -2.068121 -2.035799 -0.268593  0.42
H -0.497530 0.797008 2.317132  0.40
H -1.017214 -2.328321 2.503436  0.34
H -2.986247 -1.727176 1.234253  0.25
H -2.466261 0.239240 -1.057121  0.01
H -0.066992 0.763196 -4.097632  0.38
H -2.030275 0.023101 2.816287  0.39
H 2.676227 3.285359 2.354134  0.40
H -1.594196 1.841889 0.386151  0.22
H -1.465927 1.390090 -3.214273  0.42
H -4.030532 -0.521899 -0.635783  0.39
H -0.997370 -0.318583 -3.053373  0.39
H 2.727147 -1.174801 -1.996460  0.42
H 0.409463 -1.274916 2.364428  0.45
H 1.758332 -1.425967 0.278477  0.21

Forces on atoms 1 to 3 (eV/Å):
O -0.3407 -0.1348 -0.2637
O -0.2392 -0.0102 0.0401
N -0.4202 0.3085 -0.3053

Output
LUMO	0.6957	eV
relative energy (zero: lowest compared OMol25 entry of this formula, charge and spin)	0.123	eV
SMILES	Cc1nc2ccccc2n1CC(=O)NCCN1CCOCC1
DFT total energy	-27005.3703	eV
HOMO level	-8.668	eV
multiplicity	1

---

[3]
# C16H22NO3RhS5Sb

A molecular structure, C16H22NO3RhS5Sb at a distorted geometry (ωB97M-V/def2-TZVPD, the OMol25 dataset).

Each line ends with the Mulliken charge.
Element x y z (Å)
Sb 0.703268 1.654478 -0.363911  0.21
Rh 0.699686 -1.563197 0.007155  1.09
S 2.986077 -1.471146 0.053697  -0.27
S 0.623346 -1.307031 2.299862  -0.55
S 0.366084 -1.509017 -2.379579  -0.48
S 4.949670 -1.232115 2.344727  -0.20
S 2.823662 -1.072573 4.357584  -0.19
O 5.397982 -0.970154 4.932362  -0.62
O 0.733591 -3.515275 0.028174  -0.63
O -1.163120 -3.773148 1.243546  -0.56
N -1.332917 -1.395544 -0.492500  0.67
C 1.233162 3.630276 0.342970  -0.75
C -2.444093 -1.346395 -2.598032  -0.87
C -1.273275 -1.400341 -1.833400  0.33
C -2.503951 -1.411185 0.142926  -0.56
C -2.161808 1.891991 0.721827  -1.19
C 1.014816 3.825581 1.841137  -1.06
C -3.654875 -1.317902 -1.941087  -0.15
C 0.551160 3.162078 -3.110878  -1.06
C 2.326443 -1.197847 2.678255  0.05
C 0.009579 -5.688581 0.429295  -1.23
C -1.407574 2.042590 -0.599638  -0.81
C 1.309471 2.050610 -2.394738  -0.67
C -3.697180 -1.356341 -0.546706  -1.04
C 4.566291 -1.092510 4.064579  0.58
C 3.293820 -1.271561 1.764016  0.19
C -0.216595 -4.203637 0.609647  0.95
H -1.892867 0.967738 1.235131  0.15
H 1.328280 4.820581 2.168542  0.36
H 0.978027 -5.964795 0.845427  0.30
H -0.035557 3.709494 2.112455  0.24
H 0.887995 3.266745 -4.146209  0.41
H -2.456751 -1.474134 1.220202  0.61
H -2.374978 -1.341361 -3.677016  0.45
H 0.690723 4.129801 -2.624161  0.26
H 1.214692 1.102860 -2.923156  0.25
H -4.576072 -1.276695 -2.510350  0.36
H -0.521088 2.961009 -3.138996  0.24
H -4.634056 -1.359301 -0.008694  0.43
H 1.578364 3.093027 2.421278  0.28
H -3.244343 1.882570 0.569648  0.35
H -1.933218 2.713871 1.403059  0.38
H -1.541019 3.046011 -1.010106  0.59
H 2.376736 2.280231 -2.338990  0.44
H -1.775169 1.330688 -1.343030  0.36
H 2.287771 3.763580 0.091206  0.40
H 0.663588 4.356047 -0.240985  0.35
H 0.029323 -5.930947 -0.633480  0.28
H -0.783092 -6.239125 0.926912  0.33

Forces on atoms 1 to 3 (eV/Å):
Sb -0.1733 -0.4460 -0.2544
Rh 0.3515 1.2209 0.2401
S 0.2781 -0.1336 0.0162

Output
LUMO	2.3977	eV
relative energy (zero: lowest compared OMol25 entry of this formula, charge and spin)	1.557	eV
DFT total energy	-88307.5583	eV
HOMO level	-3.743	eV
total charge	-1
multiplicity	1

---

[4]
# C16H22O5

A single C16H22O5 molecule (ωB97M-V/def2-TZVPD, the OMol25 dataset).

Each line ends with the Mulliken charge.
Element x y z (Å)
O -6.571490 1.778791 -1.678330  -0.46
O 2.652485 1.982173 -0.403421  -0.59
O -7.345839 1.658193 0.408683  -0.60
O -1.815549 -1.386878 1.006654  -0.40
O 4.460075 0.655830 -0.492795  -0.35
C -5.231272 0.681432 -0.076226  0.15
C 3.810658 1.778834 -0.154497  0.58
C -3.110995 -0.261786 -0.722758  -0.27
C -4.265751 0.423663 -1.044438  -1.04
C -2.900952 -0.703406 0.583367  0.82
C 3.987803 3.895054 1.189040  -1.14
C -5.018359 0.241093 1.232785  -0.66
C 1.288505 -3.176512 -0.070012  -0.97
C 2.863790 -1.177325 -0.231563  -0.14
C -0.793329 -1.712894 0.081722  -0.49
C 0.271833 -2.495118 0.845092  -0.70
C 3.709350 -0.339095 -1.187246  -0.73
C 4.742701 2.737836 0.550295  -0.27
C -3.871660 -0.440398 1.558306  -0.33
C -6.473602 1.405179 -0.387574  0.56
C 2.060718 -2.229651 -0.990678  -0.73
H 3.394112 4.412132 0.440023  0.28
H -0.372079 -0.795450 -0.347139  0.42
H 5.449896 3.107731 -0.196354  0.25
H 3.520185 -1.659780 0.495707  0.24
H -0.238349 -3.258758 1.435348  0.41
H -4.424649 0.764055 -2.055636  0.39
H 2.192155 -0.505372 0.303577  0.23
H -5.772793 0.447599 1.976265  0.42
H 3.063043 0.152727 -1.922535  0.37
H -1.204052 -2.331496 -0.728654  0.43
H 0.773005 -1.824858 1.542991  0.29
H 4.683454 4.599197 1.637706  0.37
H -2.379043 -0.446093 -1.493076  0.42
H -7.408558 2.249367 -1.811456  0.35
H 3.313459 3.528820 1.958808  0.30
H 5.314681 2.176394 1.290628  0.30
H 2.000424 -3.718757 0.555659  0.37
H 2.745925 -2.827165 -1.597255  0.43
H -3.690942 -0.787958 2.563093  0.44
H 1.370190 -1.732760 -1.673856  0.32
H 4.451963 -0.953721 -1.700236  0.36
H 0.768846 -3.910858 -0.690011  0.37

Forces on atoms 1 to 3 (eV/Å):
O 0.1730 0.0244 -0.4446
O -0.1620 0.0066 -0.0290
O 0.0938 -0.0464 -0.0010

Output
LUMO	0.7352	eV
relative energy (zero: lowest compared OMol25 entry of this formula, charge and spin)	0.000	eV
SMILES	CCC(=O)OCCCCCCOc1ccc(C(=O)O)cc1
DFT total energy	-27187.5543	eV
HOMO level	-8.761	eV
multiplicity	1

---

[5]
# C16H22O5

A single C16H22O5 molecule (ωB97M-V/def2-TZVPD, the OMol25 dataset).

Each line ends with the Mulliken charge.
Element x y z (Å)
O -2.383618 -2.207771 -0.794639  -0.35
O -0.788155 -2.085499 0.779427  -0.59
O -3.385533 -0.869629 1.966851  -0.29
O 1.888587 0.982450 -1.160637  -0.20
O -2.468042 1.163864 2.218929  -0.60
C -2.110648 -3.597334 -0.996363  -0.23
C 4.738445 3.219953 -1.810321  -0.56
C 5.430979 1.311609 -0.548619  -0.41
C -2.040986 -0.105544 0.201642  0.74
C 4.138617 0.831942 -0.561381  -0.45
C -2.989210 -1.203895 4.346677  -1.10
C 3.435330 2.748621 -1.830813  -0.33
C -0.929746 -3.797343 -1.935270  -1.11
C -0.448656 0.817423 -1.533091  -0.61
C -0.832753 0.797668 -0.056256  -0.85
C -3.980958 -0.798327 3.267078  -0.28
C -2.632047 0.159209 1.584445  0.11
C -1.647121 -1.572108 0.116165  0.20
C 3.126185 1.546960 -1.203924  0.56
C 0.806366 1.652632 -1.768544  -0.74
C 5.738844 2.510361 -1.174229  -0.54
H 0.987376 1.761886 -2.847695  0.46
H -1.263506 1.231671 -2.129981  0.42
H -0.251513 -0.200138 -1.874586  0.20
H -3.028651 -4.007883 -1.421216  0.35
H -0.027393 -3.386926 -1.488631  0.29
H 2.675513 3.324317 -2.336121  0.33
H 6.204390 0.748436 -0.047607  0.36
H -1.073193 1.805956 0.285831  0.45
H -4.827287 -1.486772 3.225849  0.32
H -2.169169 -0.491340 4.383273  0.32
H -0.781665 -4.858371 -2.114109  0.40
H 6.750685 2.886042 -1.164189  0.37
H 0.011072 0.431118 0.530388  0.34
H -4.336282 0.223067 3.437605  0.33
H 3.879618 -0.097594 -0.079396  0.39
H 0.679586 2.651814 -1.328998  0.44
H -2.829904 0.081468 -0.534214  0.26
H -1.114391 -3.299595 -2.884414  0.28
H -3.486587 -1.221493 5.312176  0.40
H -2.586273 -2.190639 4.132391  0.29
H 4.966502 4.155183 -2.300781  0.35
H -1.906631 -4.060961 -0.026092  0.30

Forces on atoms 1 to 3 (eV/Å):
O -0.2283 0.0846 -0.2761
O 0.1619 -0.0233 0.0520
O -0.1120 -0.2783 -0.0940

Output
LUMO	0.8258	eV
relative energy (zero: lowest compared OMol25 entry of this formula, charge and spin)	0.501	eV
SMILES	CCOC(=O)C(CCCOc1ccccc1)C(=O)OCC
DFT total energy	-27187.0530	eV
HOMO level	-8.469	eV
multiplicity	1

---

Look up the multiplicity of the fifth one.
1

---

Which formula does entry 3 have?
C16H22NO3RhS5Sb